C23H52NdO3P4Se | ωB97M-V/def2-TZVPD

XYZ file:
```
84
Properties=species:S:1:pos:R:3:lowdin_spin:R:1
Nd -0.01462 -1.31058 -0.34090 3.039
P -0.08914 1.20113 1.31402 -0.005
P -2.60594 -0.01328 -0.75018 -0.004
P 2.68917 -0.27041 -0.83106 -0.008
H -1.33076 -2.98592 -3.69668 0.000
C -0.45524 -3.09974 -3.04282 -0.004
C -0.59397 -3.25965 -1.70170 -0.001
H -1.59469 -3.32702 -1.27739 0.000
C 0.11968 2.84040 0.51423 -0.001
C -1.37812 1.63777 2.54460 -0.001
C 1.38328 1.29044 2.40715 -0.001
C -3.32549 -0.84976 -2.19614 0.002
C -3.92018 -0.25676 0.51260 0.000
C -2.85656 1.75134 -1.09941 -0.002
C 2.88493 -1.76088 -1.91114 -0.001
C 3.73769 -0.79218 0.58560 0.000
C 3.69203 0.97090 -1.68865 -0.002
H 0.48680 -3.32632 -3.56787 0.000
H 0.31348 -3.56312 -1.12348 0.000
H 0.27527 3.59152 1.30370 0.000
H -0.75507 3.11014 -0.08757 0.000
H 1.00504 2.82739 -0.12918 0.000
H -0.97591 2.41824 3.20132 0.000
H -1.64778 0.76782 3.15891 0.000
H -2.27829 2.02396 2.05043 0.000
H 1.29033 2.20043 3.01110 0.000
H 2.29651 1.36366 1.80638 0.000
H 1.43791 0.42088 3.07723 0.000
H -4.28220 -0.34067 -2.41613 0.000
H -3.50909 -1.91624 -1.97969 0.000
H -2.67802 -0.77856 -3.07994 0.000
H -4.75786 0.40858 0.28462 0.000
H -3.53309 -0.03442 1.51500 0.000
H -4.25505 -1.30104 0.48849 0.000
H -3.88911 1.83427 -1.45934 0.000
H -2.17292 2.09075 -1.88986 0.000
H -2.72168 2.35670 -0.19476 0.000
H 3.93827 -1.87499 -2.18498 0.000
H 2.30391 -1.60956 -2.83281 0.000
H 2.54105 -2.67178 -1.38635 0.000
H 4.69630 -1.16677 0.19998 0.000
H 3.22743 -1.59652 1.14220 0.000
H 3.91673 0.06306 1.25222 0.000
H 4.51559 0.45810 -2.19717 0.000
H 4.08598 1.69815 -0.96868 0.000
H 3.05041 1.48129 -2.41768 0.000
C 0.07829 1.20042 -5.16879 0.000
C -0.30525 -0.15198 -5.02446 0.000
C -0.06199 -1.07139 -6.05459 0.000
C 0.54080 -0.62805 -7.24307 0.000
C 0.85581 0.72589 -7.42300 0.000
C 0.62742 1.64117 -6.38762 0.000
Se -0.06415 2.42592 -3.70329 0.000
H 1.40150 2.35914 -3.42812 0.000
H -0.72589 -0.47801 -4.06713 0.000
H -0.34368 -2.13069 -5.95781 0.000
H 0.75202 -1.35311 -8.02779 0.000
H 1.28764 1.09034 -8.36112 0.000
H 0.89998 2.69460 -6.45268 0.000
C -4.13460 -2.03991 5.04492 0.000
C -3.74395 -2.23902 3.60756 0.000
O -2.55835 -1.40232 3.32682 0.000
P -1.22643 -1.79105 2.48320 0.001
O -0.03173 -2.01135 3.55117 0.001
C -0.05808 -1.84767 5.06264 0.000
C 0.61473 -0.56541 5.48094 0.000
O 1.11650 -2.80350 0.62795 -0.009
C 1.68889 -3.97585 1.16924 -0.001
C 2.37789 -3.66960 2.48542 0.000
H -3.47895 -2.65184 5.67373 0.000
H -5.15670 -2.34947 5.25600 0.000
H -4.06804 -0.98620 5.31698 0.000
H -3.45098 -3.26143 3.38194 0.000
H -4.50954 -1.88796 2.91201 0.000
H -1.10503 -1.89832 5.39411 0.000
H 0.48225 -2.73528 5.39069 0.000
H 0.04184 0.31672 5.16049 0.000
H 0.64510 -0.55249 6.57703 0.000
H 1.65078 -0.50188 5.11508 0.000
H 0.89144 -4.72304 1.32675 0.000
H 2.38167 -4.40091 0.42246 0.000
H 2.71778 -4.62367 2.90866 0.000
H 3.25826 -3.02210 2.33735 0.000
H 1.66672 -3.16135 3.15609 0.000
```

Properties
* HOMO energy (spin up / spin down): -0.5738 / -0.5738 hartree
* charge: +3
* Kohn-Sham gap (spin up / spin down): 4.20 / 4.20 eV
* DFT total energy: -5460.5734 a.u.
* spin multiplicity: 4
* expectation value of S²: 3.7545
* E_LUMO (spin up / spin down): -0.4194 / -0.4195 Ha
* relative energy (zero: lowest compared OMol25 entry of this formula, charge and spin): 0.0 kcal per mole


C23H52O3P4SeSn | ωB97M-V/def2-TZVPD

XYZ file:
```
84
Properties=species:S:1:pos:R:3:mulliken_charge:R:1
Sn 0.26797 -1.00486 -0.11350 -0.082
P -0.92028 -3.13411 0.71322 0.920
P 2.11902 -0.99890 1.88240 0.826
P 2.03898 -2.21293 -1.56349 0.736
H -2.39886 3.62558 -6.44387 0.434
C -2.39411 2.64767 -6.94713 -0.728
C -3.26960 1.67919 -6.62450 -0.484
H -4.11630 1.89109 -5.96544 0.319
C -2.41295 -2.77348 1.67960 -1.122
C -0.02821 -4.36752 1.72056 -1.365
C -1.55075 -3.99130 -0.77097 -1.178
C 3.46937 0.23047 1.92978 -1.343
C 1.52286 -0.79639 3.58871 -1.171
C 3.10736 -2.52444 2.03144 -1.253
C 1.34632 -2.17055 -3.24865 -1.048
C 2.28966 -3.97913 -1.17524 -1.156
C 3.71332 -1.49231 -1.67985 -0.943
H -1.70870 2.56417 -7.80401 0.325
H -3.24043 0.69454 -7.11031 0.295
H -2.88828 -1.84201 1.32835 0.305
H -2.15414 -2.64885 2.74851 0.251
H -3.10495 -3.61578 1.55902 0.635
H 0.26614 -3.93317 2.68843 0.395
H 0.85669 -4.76155 1.20311 0.370
H -0.75312 -5.19237 1.89288 0.529
H -2.19464 -3.30139 -1.34606 0.387
H -2.15918 -4.83838 -0.40415 0.506
H -0.74363 -4.35722 -1.41821 0.344
H 4.06061 -0.00451 2.82649 0.525
H 3.06784 1.24517 2.01801 0.313
H 4.11396 0.15942 1.04509 0.370
H 2.38827 -0.98954 4.23386 0.666
H 0.73045 -1.51110 3.82992 0.315
H 1.15458 0.22440 3.75931 0.227
H 3.66632 -2.40829 2.96864 0.573
H 3.82138 -2.62974 1.20520 0.421
H 2.47612 -3.41878 2.10254 0.311
H 1.94832 -2.83894 -3.89332 0.518
H 1.37658 -1.14452 -3.64690 0.300
H 0.30590 -2.52164 -3.24051 0.342
H 2.94470 -4.39795 -1.95984 0.565
H 1.33803 -4.52523 -1.17250 0.295
H 2.77973 -4.09914 -0.19891 0.304
H 4.29138 -2.07099 -2.41900 0.515
H 4.23865 -1.52457 -0.71744 0.273
H 3.64699 -0.44173 -2.01057 0.252
C 1.07624 1.79148 -2.74670 1.001
C -0.19506 1.36739 -3.16660 -0.299
C -0.65596 1.72102 -4.42031 -0.610
C 0.14332 2.52693 -5.24552 0.154
C 1.44089 2.89383 -4.86037 -0.937
C 1.92900 2.46932 -3.62762 -0.428
Se 1.55473 1.55344 -0.97265 0.200
H -0.94041 0.21707 -0.51116 0.177
H -0.80024 0.77844 -2.47961 0.136
H -1.62499 1.38401 -4.77382 0.272
H -0.25360 2.86957 -6.21374 0.283
H 2.04014 3.48738 -5.55021 0.465
H 2.94627 2.67734 -3.35196 0.552
C -2.46777 -0.38635 4.88228 -0.959
C -3.02489 0.18402 3.60661 -0.376
O -2.01323 0.02848 2.53508 -0.312
P -0.93149 1.15707 2.06409 0.236
O -0.46938 1.86554 3.45662 -0.071
C 0.13342 3.21050 3.66607 -0.037
C -0.58891 3.94185 4.75971 -1.335
O -1.91342 2.30117 1.41461 -0.277
C -1.34969 3.30619 0.50260 0.698
C -2.49441 4.03682 -0.17815 -1.456
H -2.22755 -1.46299 4.83736 0.252
H -3.18937 -0.21198 5.68226 0.423
H -1.56331 0.14217 5.16310 0.220
H -3.90038 -0.37048 3.29464 0.425
H -3.29542 1.24455 3.69436 0.349
H 0.10943 3.74990 2.72107 0.180
H 1.18663 3.02943 3.92905 0.260
H -0.84279 3.27906 5.58839 0.299
H 0.05241 4.75393 5.10339 0.435
H -1.48783 4.42483 4.36477 0.312
H -0.77289 4.06379 1.06334 0.245
H -0.67704 2.79019 -0.20826 -0.409
H -3.12729 4.57722 0.53583 0.391
H -2.02944 4.77493 -0.85604 0.405
H -3.08516 3.33450 -0.78322 0.344
```

Properties
* HOMO energy (spin up / spin down): -0.6806 / -0.6726 hartree
* charge: +4
* Kohn-Sham gap (spin up / spin down): 3.68 / 3.21 eV
* DFT total energy: -5112.8700 a.u.
* E_LUMO (spin up / spin down): -0.5454 / -0.5548 Ha
* relative energy (zero: lowest compared OMol25 entry of this formula, charge and spin): 0.0 kcal per mole